[1]
Below is a molecular structure, C55H43ClN6P2Rb, with properties calculated with wB97M-V/def2-TZVPD.

Charge: -1
Gap between HOMO and LUMO, eV: 3.92
2S+1: 1
Highest occupied orbital energy, eV: -2.11

```
108
Properties=species:S:1:pos:R:3:forces:R:3
Rb 0.375 -0.164 0.936 0.37 -0.47 0.16
C 1.062 3.741 3.594 -0.03 0.11 0.15
C 0.850 2.892 2.496 -0.10 -0.07 -0.07
N -0.119 2.011 2.439 0.11 0.44 0.21
C -0.990 1.915 3.466 -0.19 0.26 0.40
C -0.922 2.799 4.583 0.09 -0.07 -0.31
C 0.167 3.696 4.627 0.04 -0.03 -0.10
C -1.922 2.783 5.575 -0.22 -0.05 0.16
C -2.994 1.940 5.415 0.17 0.20 0.13
C -3.057 1.034 4.357 0.10 -0.11 -0.22
C -2.026 0.902 3.415 -0.27 -0.09 0.24
N -1.957 -0.041 2.452 0.00 0.08 -0.38
C -2.436 -1.287 2.602 0.01 0.11 0.38
C -2.752 -1.897 3.831 -0.01 0.05 -0.12
C -3.199 -3.208 3.929 -0.03 -0.15 -0.13
C -3.360 -4.005 2.817 -0.04 -0.09 0.16
C -2.994 -3.492 1.564 0.08 0.17 -0.13
C -3.046 -4.281 0.391 0.06 0.09 -0.09
C -2.615 -3.769 -0.800 -0.07 -0.15 0.05
C -2.128 -2.452 -0.819 0.00 0.14 0.03
N -2.085 -1.674 0.237 0.01 0.00 -0.28
C -2.515 -2.147 1.430 -0.10 -0.34 0.18
H 1.905 4.419 3.607 -0.01 0.00 -0.03
H 1.498 2.954 1.625 0.08 -0.06 0.05
H 0.269 4.356 5.481 0.01 0.00 0.01
H -1.841 3.447 6.427 -0.02 0.01 -0.02
H -3.799 1.956 6.143 -0.02 -0.01 -0.02
H -3.916 0.382 4.269 0.04 -0.03 0.05
H -2.598 -1.334 4.739 0.00 -0.03 0.01
H -3.404 -3.614 4.911 0.01 0.03 0.02
H -3.721 -5.024 2.896 0.01 0.01 -0.01
H -3.419 -5.297 0.462 -0.01 0.00 0.01
H -2.641 -4.354 -1.712 0.02 0.01 0.00
H -1.773 -2.026 -1.754 -0.03 0.03 -0.03
N 0.646 2.129 -2.344 0.18 0.23 0.14
P 2.068 1.352 -1.653 0.05 0.08 -0.19
C 3.286 2.268 -2.688 -0.15 -0.03 -0.02
C 3.118 2.347 -4.074 0.01 0.00 0.05
C 3.992 3.092 -4.845 0.02 0.03 -0.06
C 5.050 3.767 -4.245 -0.02 -0.02 0.05
C 5.229 3.688 -2.874 0.08 0.05 -0.05
C 4.348 2.943 -2.099 -0.07 -0.10 0.14
C 2.054 -0.254 -2.544 0.15 0.01 0.03
C 3.206 -0.752 -3.155 -0.06 0.03 -0.02
C 3.197 -1.994 -3.768 0.02 -0.09 0.00
C 2.040 -2.762 -3.769 0.02 0.01 -0.03
C 0.903 -2.296 -3.127 -0.13 -0.04 0.01
C 0.916 -1.057 -2.505 0.11 0.16 0.02
P -0.879 2.129 -1.493 -0.22 -0.04 -0.32
C -1.578 3.678 -2.216 0.11 0.12 0.22
C -2.621 4.287 -1.520 0.06 -0.08 0.09
C -3.240 5.422 -2.020 -0.05 0.08 -0.04
C -2.813 5.977 -3.218 0.00 -0.05 0.03
C -1.769 5.384 -3.912 -0.01 0.06 -0.04
C -1.158 4.241 -3.419 0.01 -0.03 -0.05
C -1.895 1.026 -2.563 0.00 -0.03 0.04
C -3.086 0.554 -2.018 0.09 0.06 0.04
C -3.951 -0.215 -2.783 -0.05 -0.07 -0.01
C -3.617 -0.539 -4.090 -0.01 0.01 0.01
C -2.422 -0.082 -4.634 0.01 -0.02 -0.05
C -1.569 0.706 -3.878 -0.02 -0.02 -0.01
H 0.918 3.106 -2.430 -0.03 -0.05 -0.29
H 2.300 1.812 -4.539 -0.02 0.01 -0.01
H 3.855 3.145 -5.918 -0.01 0.00 0.01
H 5.733 4.352 -4.848 0.00 -0.01 0.00
H 6.056 4.207 -2.405 -0.02 -0.01 0.02
H 4.486 2.881 -1.025 -0.01 0.02 0.00
H 4.114 -0.161 -3.157 0.00 -0.01 -0.03
H 4.095 -2.377 -4.236 0.01 0.02 0.01
H 2.037 -3.731 -4.252 -0.01 0.00 0.01
H 0.006 -2.903 -3.099 0.01 0.01 0.02
H 0.033 -0.705 -1.984 -0.09 -0.09 -0.09
H -2.944 3.864 -0.575 0.00 0.02 0.00
H -4.051 5.882 -1.470 0.01 -0.02 0.02
H -3.291 6.867 -3.607 0.00 0.00 0.00
H -1.432 5.812 -4.849 0.01 -0.02 0.00
H -0.362 3.782 -3.994 -0.01 -0.03 0.02
H -3.318 0.773 -0.981 -0.02 -0.05 0.01
H -4.869 -0.590 -2.350 0.01 0.02 0.02
H -4.281 -1.156 -4.683 0.00 0.00 0.01
H -2.157 -0.342 -5.652 0.00 0.01 0.01
H -0.639 1.065 -4.301 0.03 0.00 0.02
Cl -0.897 -3.129 6.602 -0.14 -0.08 0.14
C 0.188 -2.325 5.488 0.07 -0.04 -0.13
C 0.840 -3.056 4.500 -0.02 0.13 0.10
C 1.745 -2.438 3.663 -0.13 0.03 -0.01
C 2.063 -1.041 3.772 0.23 0.04 0.00
C 3.021 -0.423 2.980 -0.04 0.11 -0.29
C 1.325 -0.332 4.779 -0.11 -0.02 -0.02
C 0.423 -0.957 5.608 0.03 -0.04 -0.02
H 0.644 -4.119 4.410 0.01 0.00 -0.02
H 2.277 -3.027 2.925 0.01 -0.03 0.03
H 3.604 -0.994 2.264 0.04 -0.01 0.07
H 3.299 0.610 3.153 0.00 -0.01 -0.02
H 1.509 0.731 4.898 -0.03 0.00 0.00
H -0.105 -0.393 6.369 0.00 0.03 -0.02
N 5.149 -4.698 -2.282 -0.02 -0.02 0.00
C 4.201 -4.512 -1.658 0.39 -0.04 -0.26
C 3.019 -4.276 -0.905 -0.76 0.11 0.49
C 2.081 -5.289 -0.684 0.31 0.14 -0.14
C 0.950 -4.994 0.046 -0.14 -0.11 0.08
C 0.778 -3.706 0.534 0.14 0.06 0.01
N 1.659 -2.728 0.312 -0.15 -0.17 -0.04
C 2.746 -3.007 -0.383 0.34 -0.15 -0.12
H 2.257 -6.281 -1.081 -0.02 -0.01 0.01
H 0.206 -5.752 0.249 -0.01 0.03 0.01
H -0.080 -3.451 1.149 -0.04 -0.01 -0.06
H 3.454 -2.199 -0.532 -0.04 0.01 -0.03
```
Forces are in eV/Å.

---

[2]
Below is a molecular structure, C55H43N10O3PS2Sc in a non-equilibrium geometry, with properties calculated with wB97M-V/def2-TZVPD.

Charge: -1
Gap between HOMO and LUMO (alpha / beta), eV: 4.96 / 4.92
2S+1: 1
Highest occupied orbital energy (alpha / beta), eV: -4.17 / -4.14

```
115
Properties=species:S:1:pos:R:3:forces:R:3
Sc -0.476 1.177 0.047 -1.00 0.45 -0.24
C -6.412 4.366 0.965 0.06 0.07 0.09
C -6.893 3.413 0.058 0.03 -0.11 -0.08
C -6.029 2.558 -0.604 -0.12 -0.04 -0.09
C -4.672 2.664 -0.330 0.13 0.13 0.16
C -3.496 1.976 -0.841 0.09 0.19 0.16
N -3.564 1.077 -1.817 0.01 -0.24 -0.18
C -2.496 0.567 -2.385 -0.28 0.25 0.08
C -2.583 -0.201 -3.622 0.31 -0.11 -0.17
C -3.649 -0.628 -4.395 -0.15 0.04 0.02
C -3.363 -1.298 -5.575 -0.04 0.03 0.04
C -2.044 -1.505 -5.985 0.08 -0.02 -0.05
C -0.980 -1.062 -5.216 0.13 -0.10 0.00
C -1.267 -0.430 -4.020 -0.25 -0.01 0.00
C -0.418 0.137 -2.976 0.07 0.30 0.07
N 0.894 0.023 -3.000 0.01 -0.24 -0.04
C 1.669 0.595 -2.093 -0.15 0.24 -0.15
N 1.303 1.559 -1.215 -0.03 -0.38 0.13
C 2.422 1.987 -0.560 0.15 0.40 0.04
N 2.496 2.997 0.277 0.14 -0.30 0.11
C 1.424 3.612 0.763 -0.09 0.04 0.04
N 0.120 3.245 0.644 0.19 -0.16 -0.07
C -0.647 4.170 1.286 -0.13 0.07 0.04
N -1.964 4.246 1.318 0.01 -0.08 0.04
C -2.748 3.454 0.608 -0.02 0.13 0.09
N -2.381 2.445 -0.232 0.08 -0.09 -0.24
C -4.194 3.609 0.586 0.02 -0.15 -0.16
C -5.059 4.478 1.238 -0.06 0.06 0.04
C 0.209 5.173 1.901 0.21 -0.13 -0.10
C -0.057 6.304 2.661 -0.02 0.06 0.06
C 1.019 7.078 3.061 -0.12 0.02 0.01
C 2.331 6.736 2.710 0.10 -0.10 -0.03
C 2.597 5.608 1.952 0.11 0.03 0.04
C 1.520 4.826 1.558 -0.24 0.05 0.00
C 3.577 1.205 -0.993 -0.11 -0.24 -0.22
C 4.900 1.161 -0.583 0.08 0.12 -0.03
C 5.731 0.229 -1.186 0.01 0.06 0.03
C 5.256 -0.637 -2.173 -0.04 -0.05 -0.03
C 3.930 -0.604 -2.574 0.01 -0.03 -0.13
C 3.099 0.326 -1.972 0.10 0.15 0.21
N -1.190 0.740 -2.029 0.11 -0.24 -0.10
H -7.115 5.028 1.457 0.01 -0.02 0.00
H -7.958 3.347 -0.127 0.00 0.01 -0.01
H -6.390 1.830 -1.322 0.01 0.01 0.04
H -4.669 -0.436 -4.084 0.04 -0.03 0.01
H -4.175 -1.658 -6.195 0.01 0.00 0.00
H -1.852 -2.021 -6.918 -0.01 0.01 0.02
H 0.047 -1.202 -5.526 0.02 -0.07 0.00
H -4.674 5.216 1.931 -0.03 -0.02 0.00
H -1.074 6.555 2.934 0.02 0.03 -0.03
H 0.848 7.969 3.654 0.00 -0.03 0.01
H 3.150 7.361 3.044 -0.02 0.01 -0.01
H 3.608 5.334 1.676 -0.03 0.01 0.01
H 5.265 1.833 0.181 -0.01 -0.01 0.04
H 6.766 0.158 -0.874 -0.01 0.01 -0.02
H 5.929 -1.364 -2.611 -0.01 0.00 0.02
H 3.545 -1.291 -3.318 0.02 0.03 0.01
C -2.464 -1.733 3.316 0.07 0.02 -0.12
C -3.397 -1.243 2.210 -0.05 -0.19 0.08
C -4.618 -0.521 2.794 0.13 0.01 -0.05
C -3.839 -2.431 1.359 0.09 0.00 -0.05
N -2.636 -0.376 1.299 -0.11 0.23 -0.02
N -2.004 0.759 1.880 0.18 -0.36 -0.11
H -2.948 -2.533 3.878 -0.01 0.02 0.02
H -2.197 -0.937 4.014 0.00 -0.01 0.00
H -1.548 -2.127 2.868 -0.01 -0.02 0.04
H -5.152 -1.172 3.489 -0.01 0.02 0.00
H -5.305 -0.229 1.994 -0.02 0.00 0.02
H -4.327 0.380 3.341 -0.03 -0.03 0.04
H -4.379 -3.154 1.973 -0.04 0.02 -0.02
H -2.963 -2.917 0.925 -0.03 0.00 0.02
H -4.494 -2.106 0.544 0.00 0.00 0.02
H -3.240 -0.072 0.545 -0.08 0.14 -0.01
H -1.304 0.438 2.554 0.03 0.04 0.09
H -2.657 1.340 2.399 -0.03 0.28 -0.04
S -0.189 -4.864 0.790 -0.12 -0.14 0.08
P 0.416 -3.513 -0.511 0.26 0.18 0.08
S -0.435 -1.713 -0.361 0.01 -0.38 -0.24
C 2.241 -3.414 -0.384 -0.14 -0.13 0.09
C 2.851 -2.381 0.313 -0.03 0.10 -0.08
C 4.218 -2.422 0.556 -0.01 0.02 0.05
C 4.976 -3.492 0.105 0.04 0.01 0.05
C 4.368 -4.526 -0.598 -0.03 -0.01 -0.05
C 3.004 -4.491 -0.837 0.05 0.08 0.05
C 0.224 -4.149 -2.222 -0.12 -0.02 0.14
C 1.003 -3.646 -3.258 -0.02 0.01 0.00
C 0.913 -4.200 -4.526 0.05 0.13 -0.06
C 0.014 -5.227 -4.779 -0.04 -0.02 -0.01
C -0.791 -5.704 -3.756 -0.01 -0.01 0.02
C -0.676 -5.177 -2.476 0.01 0.00 -0.07
H 2.246 -1.547 0.658 0.02 -0.01 -0.01
H 4.686 -1.611 1.097 0.04 0.07 0.07
H 6.040 -3.528 0.309 -0.01 0.03 -0.03
H 4.955 -5.366 -0.952 0.01 0.01 0.01
H 2.517 -5.307 -1.356 0.03 -0.02 0.00
H 1.690 -2.829 -3.061 -0.03 -0.02 -0.03
H 1.550 -3.831 -5.322 -0.03 0.03 0.00
H -0.055 -5.654 -5.773 0.00 0.00 0.01
H -1.496 -6.506 -3.945 0.01 0.01 -0.01
H -1.261 -5.573 -1.655 0.01 0.01 0.01
O 1.632 -2.006 3.555 -0.06 0.12 0.03
C 2.690 -1.158 3.591 0.08 -0.02 0.01
C 3.942 -1.535 4.066 -0.04 -0.09 0.05
C 4.993 -0.630 4.055 -0.05 0.03 -0.04
C 4.799 0.654 3.570 0.07 0.08 -0.01
C 3.546 1.029 3.101 -0.03 -0.02 -0.01
C 2.487 0.136 3.113 -0.07 0.01 -0.24
C 1.104 0.514 2.637 -0.30 -0.29 -0.03
O 0.227 0.689 3.477 0.22 0.14 0.17
O 0.916 0.567 1.359 0.71 0.02 0.83
H 1.913 -2.906 3.739 0.02 -0.11 -0.08
H 4.082 -2.541 4.447 0.02 0.02 -0.05
H 5.967 -0.934 4.420 -0.02 -0.01 0.01
H 5.615 1.366 3.558 -0.01 -0.02 0.00
H 3.385 2.029 2.717 -0.01 0.03 -0.06
```
Forces are in eV/Å.

---

| no. | total energy (eV) | molar mass (g/mol) |
| --- | --- | --- |
| 1 | -98431.12175 | 970.9 |
| 2 | -130448.50689 | 1032.1 |